Entry from the Open Molecules 2025 dataset: 5 unconnected molecules or ions with the total composition C42H76ClFNO12PS6 at a distorted geometry (ωB97M-V/def2-TZVPD).

max |F|	0.0666	Eh/bohr
LUMO level	-0.39	eV
total charge	0
highest occupied orbital energy	-9.50	eV
SMILES	C#CC[C@@]1(F)[C@@H](N=C=S)[C@H](P(O)Cl)[C@H](CCCCCCCCCCCCCCCCCC)OS1(=O)=O.O=S1(=O)CCCC1.O=S1(=O)CCCC1.O=S1(=O)CCCC1.O=S1(=O)CCCC1
gap between HOMO and LUMO	9.1	eV

Structure (XYZ):
```
140
Properties=species:S:1:pos:R:3:forces:R:3
C -9.382 -0.480 -0.295 0.9979 -0.1438 0.7690
C -8.534 -1.197 0.181 -0.3255 0.2582 -0.6429
C -7.502 -2.026 0.823 -0.1174 0.2672 0.9464
C -7.915 -3.515 0.910 0.5710 0.2766 -1.4967
F -9.277 -3.528 0.975 -0.0661 -0.4671 0.5282
C -7.505 -4.355 -0.345 -0.2331 0.7331 0.3214
N -7.287 -3.385 -1.481 -0.8130 -0.7418 0.9634
C -7.414 -3.886 -2.567 1.7188 0.0132 -1.1440
S -7.094 -4.558 -3.951 -0.7714 0.0775 -0.0399
C -6.266 -5.266 -0.144 -0.8984 0.9947 0.0399
P -6.628 -7.104 0.071 1.2935 -1.1432 0.3275
O -6.440 -7.657 -1.489 -1.0373 0.6381 0.7848
Cl -8.650 -7.361 0.439 0.2616 0.4482 -0.5988
C -5.305 -4.752 0.974 0.8273 -1.6254 -1.2870
C -4.013 -5.613 0.941 0.7053 0.6951 0.0541
C -2.720 -4.750 0.868 -0.0594 -0.9992 0.3897
C -2.135 -4.447 2.256 0.7868 0.4973 -0.3511
C -0.993 -3.405 2.136 -0.1032 -0.2581 0.3506
C 0.015 -3.460 3.306 -0.7339 0.8580 0.4270
C 0.632 -2.068 3.627 0.6113 -0.1017 -0.1582
C 2.173 -2.090 3.646 -0.0418 0.2431 0.5970
C 2.780 -0.755 4.135 -0.8314 -0.0214 -0.5112
C 2.603 0.375 3.080 0.8729 0.5567 0.8569
C 3.925 1.205 2.882 -0.9692 -0.3988 -0.8810
C 4.372 1.025 1.411 0.5258 0.5926 0.7494
C 5.659 1.834 1.060 -0.9257 -1.0421 -0.1576
C 6.494 1.097 -0.021 -0.1089 1.1896 -0.0598
C 6.188 1.567 -1.455 -0.4066 -0.6728 0.1439
C 4.780 1.146 -1.951 0.6838 0.6828 -0.4789
C 4.637 1.541 -3.450 -0.0975 -0.7757 -0.0837
C 4.040 0.435 -4.348 -0.5366 0.0842 0.1538
C 2.775 -0.265 -3.763 0.0903 0.1608 -0.4530
O -5.852 -4.897 2.296 -1.0246 1.0380 -1.0232
S -7.341 -4.305 2.476 -0.8187 -0.4014 3.2998
O -8.207 -5.377 2.823 -0.1592 -1.0687 -1.4143
O -7.306 -3.352 3.535 0.8812 1.3796 -0.6182
H -10.016 0.347 -0.522 -0.1558 -0.3095 -0.2468
H -6.514 -1.888 0.376 -0.2221 -0.1308 -0.1425
H -7.431 -1.646 1.853 0.0554 -0.1951 -0.1633
H -8.408 -4.916 -0.614 0.2903 -0.1245 0.3337
H -5.670 -5.188 -1.066 -0.1946 -0.3015 0.1767
H -7.283 -7.529 -1.954 0.2872 -0.0820 -0.3850
H -5.020 -3.722 0.712 -0.3247 0.0160 0.5462
H -3.956 -6.228 1.847 -0.2096 0.0529 -0.2260
H -3.993 -6.296 0.083 -0.3300 0.1352 0.1482
H -2.880 -3.851 0.257 0.0273 -0.0534 0.2514
H -1.964 -5.354 0.343 -0.1399 0.2867 -0.0228
H -2.900 -4.093 2.964 0.1437 -0.0388 -0.1710
H -1.678 -5.347 2.695 -0.4388 -0.0416 -0.2284
H -0.436 -3.558 1.199 -0.2912 0.1272 0.0751
H -1.469 -2.414 2.107 0.3021 -0.1145 -0.1289
H -0.547 -3.762 4.204 0.1960 -0.1486 -0.1988
H 0.799 -4.210 3.150 -0.1815 0.1262 -0.1303
H 0.287 -1.715 4.610 0.0309 -0.1220 -0.1968
H 0.307 -1.303 2.906 -0.0236 -0.2706 0.0708
H 2.559 -2.315 2.641 -0.0437 -0.0943 0.2032
H 2.490 -2.889 4.336 -0.0050 0.0616 -0.2806
H 2.244 -0.461 5.049 0.2895 -0.1302 -0.0224
H 3.838 -0.882 4.394 -0.1986 -0.0139 -0.1330
H 2.270 -0.048 2.122 0.1486 0.1005 0.1725
H 1.846 1.103 3.401 -0.1356 -0.4372 -0.0825
H 4.705 0.850 3.570 -0.1015 0.1052 -0.1969
H 3.724 2.261 3.112 0.2095 -0.1736 -0.1348
H 3.551 1.323 0.749 0.0909 -0.1682 0.1279
H 4.543 -0.056 1.283 0.0112 0.2472 -0.1798
H 6.206 1.960 2.007 0.1542 0.0217 -0.3527
H 5.332 2.822 0.706 0.3299 -0.0933 0.1161
H 6.315 0.014 0.021 0.1883 0.1745 0.1877
H 7.550 1.276 0.183 -0.1460 -0.1449 -0.1199
H 6.274 2.649 -1.580 0.1637 -0.1812 0.2102
H 6.926 1.092 -2.122 -0.1612 0.1364 0.0810
H 3.996 1.683 -1.402 0.2273 -0.2779 0.1207
H 4.659 0.066 -1.778 -0.0725 0.2020 -0.1755
H 4.026 2.445 -3.538 0.0878 -0.1784 0.0564
H 5.626 1.797 -3.858 -0.1924 0.0422 0.1320
H 4.772 -0.345 -4.599 0.0532 0.3242 0.2032
H 3.746 0.905 -5.299 0.2254 -0.2008 0.1096
H 2.897 -1.353 -3.811 -0.1745 0.1902 0.1102
H 1.902 0.002 -4.372 0.0626 -0.1528 0.2126
H 2.548 0.014 -2.728 0.1825 -0.0349 -0.1725
O 4.144 5.532 0.034 0.1616 -0.1187 0.0198
S 4.091 5.341 -1.397 -0.3522 0.0745 -0.3053
O 4.714 4.207 -2.034 0.0627 0.2239 0.3541
C 2.388 5.446 -1.922 -0.3543 0.1481 -0.0789
C 2.171 6.928 -2.196 0.3667 0.1469 -0.2788
C 3.423 7.405 -2.946 -0.1340 -0.1271 -0.1282
C 4.640 6.852 -2.197 0.0587 0.3854 -0.2501
H 1.737 5.052 -1.142 0.1364 -0.0768 0.0637
H 2.284 4.854 -2.832 0.0931 -0.0485 0.0366
H 1.265 7.099 -2.775 -0.0214 -0.0140 0.0623
H 2.078 7.465 -1.259 -0.0348 0.0150 -0.0280
H 3.408 7.016 -3.967 0.0520 -0.0024 0.0213
H 3.465 8.492 -3.012 0.0126 -0.0196 0.0084
H 5.463 6.622 -2.869 0.0615 -0.1202 0.1481
H 4.977 7.536 -1.419 -0.0007 -0.1081 0.0700
O 8.977 -0.441 0.412 0.2883 -0.1286 -0.1162
S 10.410 -0.298 0.439 0.2253 -0.0006 0.1346
O 11.121 0.415 -0.590 -0.2195 0.0296 -0.1314
C 10.885 0.351 2.037 0.0651 -0.0226 0.3910
C 11.081 -0.887 2.905 -0.0279 -0.0907 -0.0415
C 11.837 -1.895 2.030 0.0323 0.0408 0.0470
C 11.147 -1.921 0.660 0.2471 -0.3446 0.1772
H 10.110 1.020 2.406 -0.0449 0.0200 -0.1705
H 11.821 0.895 1.909 -0.0315 0.0073 -0.0748
H 11.629 -0.653 3.817 -0.0209 0.0030 -0.0088
H 10.111 -1.301 3.190 0.0009 0.0468 0.0068
H 12.873 -1.571 1.914 -0.0245 0.0124 -0.0036
H 11.853 -2.888 2.479 0.0050 0.0103 -0.0248
H 11.853 -2.104 -0.147 -0.1274 0.0805 -0.1021
H 10.347 -2.658 0.627 -0.0739 0.1091 -0.0461
O 0.671 7.209 0.246 -0.2726 -0.2337 0.2603
S 0.845 6.400 1.433 0.2576 -0.0072 0.4516
O 0.867 4.962 1.366 -0.1514 0.0032 -0.3861
C 2.293 6.972 2.308 0.1740 0.3596 0.2316
C 1.765 8.060 3.238 -0.1330 -0.0017 -0.0314
C 0.458 7.513 3.825 0.0735 0.0131 0.0525
C -0.353 6.923 2.665 -0.2077 0.1684 0.3552
H 3.034 7.330 1.598 -0.0404 -0.1929 -0.1151
H 2.693 6.130 2.872 -0.0151 -0.0617 -0.1097
H 2.487 8.304 4.017 0.0026 -0.0018 -0.0266
H 1.561 8.971 2.670 0.0404 -0.0096 0.0011
H 0.686 6.729 4.551 0.0081 0.0026 -0.0288
H -0.106 8.286 4.345 -0.0148 -0.0299 -0.0132
H -0.942 6.064 2.976 0.0070 -0.0463 -0.1849
H -1.000 7.670 2.207 0.0584 -0.0438 -0.1103
O -12.724 -0.670 -6.310 -0.0572 -0.0057 -0.1575
S -12.147 -1.989 -6.348 0.1971 -0.1848 0.0907
O -12.086 -2.757 -7.564 -0.1361 0.1812 -0.1271
C -10.515 -1.916 -5.618 0.2652 0.0164 0.2938
C -10.754 -2.159 -4.132 -0.0883 -0.0122 0.0400
C -11.776 -3.300 -4.054 0.0724 -0.0238 0.0192
C -12.896 -2.981 -5.051 -0.0539 -0.2562 0.3702
H -10.060 -0.951 -5.830 -0.1083 0.0056 -0.1383
H -9.919 -2.717 -6.057 -0.0496 0.0098 -0.0515
H -9.829 -2.409 -3.614 -0.0085 0.0359 0.0028
H -11.169 -1.261 -3.668 0.0457 0.0086 -0.0159
H -11.293 -4.240 -4.330 0.0046 0.0267 -0.0157
H -12.171 -3.419 -3.045 -0.0061 -0.0044 -0.0236
H -13.317 -3.883 -5.491 -0.0517 0.1145 -0.1356
H -13.686 -2.390 -4.592 0.0230 0.0801 -0.1074
```
Forces are in eV/Å.

Results of the Löwdin charge analysis, in e, for atoms 1 through 8: C 0.125; C -0.122; C -0.130; C -0.432; F 0.050; C -0.253; N 0.094; C -0.778